(1)
{
  "formula": "C2H10N3O",
  "method": "ωB97M-V/def2-TZVPD",
  "largest_force_ha_per_bohr": 0.0462,
  "homo_energy_ev": -15.0,
  "total_energy_ev": -8748.1132,
  "de_lowest_kj_mol": 99.2,
  "charge": 1,
  "homo_lumo_gap_ev": 11.89,
  "elements": ["C", "N", "C", "N", "N", "H", "H", "H", "H", "H", "H", "H", "H", "H", "H", "O"],
  "coordinates": [[0.78, 0.21, 1.45], [1.25, -0.72, 0.38], [0.56, -0.76, -0.74], [0.77, -1.75, -1.66], [-0.48, 0.06, -0.96], [0.50, 1.17, 1.00], [1.59, 0.43, 2.14], [-0.15, -0.15, 1.98], [2.15, -1.14, 0.54], [0.71, -2.67, -1.19], [1.03, -1.72, -2.63], [-1.29, -0.23, -1.48], [-0.69, 0.89, -0.42], [-1.72, 3.07, 1.18], [-3.16, 2.48, 1.28], [-2.23, 2.25, 1.17]]
}

---

(2)
{
  "formula": "C4H4IN3",
  "method": "ωB97M-V/def2-TZVPD",
  "largest_force_ha_per_bohr": 0.1270,
  "homo_energy_ev": -10.4,
  "total_energy_ev": -16780.5751,
  "de_lowest_kj_mol": 101.5,
  "homo_lumo_gap_ev": 9.78,
  "smiles": "N#C[C@]1(I)CCN=N1",
  "elements": ["N", "C", "C", "I", "C", "C", "N", "N", "H", "H", "H", "H"],
  "coordinates": [[-1.44, 2.93, 0.69], [-1.20, 1.85, 0.40], [-0.80, 0.22, -0.05], [-2.55, -0.87, 0.32], [0.51, -0.13, 0.68], [1.14, -0.86, -0.49], [0.53, -0.36, -1.70], [-0.52, 0.25, -1.42], [0.25, -0.84, 1.47], [1.11, 0.62, 1.20], [2.24, -0.92, -0.74], [0.74, -1.88, -0.36]]
}

---

(3)
{
  "formula": "C41H29Cl5N3NiOP",
  "method": "ωB97M-V/def2-TZVPD",
  "multiplicity": 3,
  "largest_force_ha_per_bohr": 0.0801,
  "homo_energy_ev": [-6.6, -8.5],
  "total_energy_ev": -162446.4749,
  "de_lowest_kj_mol": 0.0,
  "s2": 2.080,
  "homo_lumo_gap_ev": [6.93, 6.49],
  "elements": ["Ni", "C", "C", "C", "C", "C", "C", "P", "C", "C", "C", "C", "C", "C", "C", "C", "C", "C", "C", "C", "C", "C", "C", "C", "H", "H", "H", "H", "H", "H", "H", "H", "H", "H", "H", "H", "H", "H", "H", "H", "Cl", "C", "C", "C", "Cl", "C", "Cl", "C", "Cl", "C", "Cl", "C", "C", "C", "C", "C", "N", "C", "O", "N", "C", "C", "C", "C", "N", "C", "C", "C", "H", "H", "H", "H", "H", "H", "H", "H", "H", "H", "H", "H", "H"],
  "coordinates": [[0.69, -0.57, 0.64], [1.62, 3.48, -3.29], [0.52, 2.82, -2.69], [0.76, 2.12, -1.52], [2.03, 1.98, -0.96], [3.09, 2.57, -1.62], [2.86, 3.37, -2.71], [2.08, 1.06, 0.61], [3.86, 0.73, 0.71], [4.45, 0.03, -0.32], [5.83, -0.15, -0.39], [6.63, 0.32, 0.61], [6.10, 0.84, 1.75], [4.72, 1.03, 1.76], [1.43, 2.28, 1.85], [1.98, 3.40, 2.40], [1.15, 4.33, 3.16], [-0.20, 4.01, 3.27], [-0.78, 2.87, 2.70], [-2.22, 2.50, 2.84], [-2.73, 1.41, 2.24], [-1.93, 0.45, 1.43], [-0.46, 0.76, 1.46], [0.06, 1.99, 2.02], [1.33, 4.04, -4.15], [-0.44, 2.84, -3.15], [-0.06, 1.55, -1.09], [4.04, 2.50, -1.16], [3.68, 3.81, -3.22], [3.96, -0.44, -1.20], [6.13, -0.73, -1.25], [7.72, 0.40, 0.50], [6.75, 1.23, 2.56], [4.32, 1.59, 2.60], [2.97, 3.66, 2.40], [1.48, 5.35, 3.50], [-0.83, 4.67, 3.76], [-2.81, 3.20, 3.42], [-3.78, 1.23, 2.42], [-2.29, 0.59, 0.35], [0.73, -1.69, -2.48], [1.89, -2.26, -1.39], [1.80, -1.96, -0.05], [2.76, -2.59, 0.79], [2.99, -2.18, 2.46], [3.77, -3.47, 0.28], [5.03, -4.14, 1.32], [3.77, -3.84, -1.07], [4.85, -4.98, -1.72], [2.91, -3.14, -1.89], [3.28, -3.24, -3.60], [-2.20, -0.10, -3.56], [-3.42, -0.56, -2.84], [-3.84, -1.87, -2.77], [-4.76, -2.29, -1.79], [-5.18, -1.38, -0.88], [-6.03, -1.87, 0.20], [-5.83, -1.49, 1.51], [-6.77, -1.50, 2.33], [-4.57, -1.19, 1.86], [-3.33, -1.83, 1.43], [-3.36, -3.12, 1.02], [-2.09, -3.74, 0.62], [-1.02, -2.96, 0.45], [-0.95, -1.64, 0.81], [-2.05, -1.10, 1.70], [-4.92, -0.01, -0.99], [-4.06, 0.45, -2.00], [-2.45, 0.88, -4.02], [-2.00, -0.75, -4.43], [-1.35, -0.04, -2.92], [-3.37, -2.58, -3.40], [-5.15, -3.23, -1.75], [-6.97, -2.08, 0.05], [-4.58, -0.80, 2.80], [-4.32, -3.62, 0.91], [-1.98, -4.76, 0.25], [-0.08, -3.38, 0.05], [-1.71, -1.18, 2.79], [-5.38, 0.62, -0.27], [-3.78, 1.49, -2.03]]
}

---

(4)
{
  "formula": "C31H25AuN4O3PS2",
  "method": "ωB97M-V/def2-TZVPD",
  "largest_force_ha_per_bohr": 0.0062,
  "homo_energy_ev": -11.2,
  "total_energy_ev": -79301.7801,
  "de_lowest_kj_mol": 4.9,
  "charge": 1,
  "homo_lumo_gap_ev": 6.93,
  "elements": ["Au", "N", "C", "S", "N", "N", "C", "C", "C", "C", "C", "C", "C", "C", "C", "C", "C", "C", "N", "H", "H", "H", "H", "H", "H", "H", "H", "H", "H", "H", "O", "S", "O", "O", "C", "C", "C", "C", "C", "C", "P", "C", "C", "C", "C", "C", "C", "C", "C", "C", "C", "C", "C", "H", "H", "H", "H", "H", "H", "H", "H", "H", "H", "H", "H", "H", "H"],
  "coordinates": [[-0.07, 0.44, -0.70], [3.15, -0.30, 2.15], [2.19, 0.39, 1.49], [2.19, 0.14, -0.28], [1.42, 1.22, 2.12], [0.58, 1.82, 1.23], [0.25, 3.04, 1.31], [0.59, 3.95, 2.43], [1.92, 4.29, 2.69], [2.22, 5.14, 3.74], [1.21, 5.65, 4.54], [-0.11, 5.31, 4.29], [-0.42, 4.47, 3.24], [-0.41, 3.54, 0.07], [-0.89, 4.84, -0.04], [-1.41, 5.26, -1.25], [-1.42, 4.39, -2.32], [-0.92, 3.11, -2.14], [-0.42, 2.70, -0.97], [3.79, -0.89, 1.65], [3.37, -0.02, 3.09], [2.70, 3.88, 2.06], [3.26, 5.40, 3.93], [1.46, 6.31, 5.36], [-0.90, 5.70, 4.92], [-1.45, 4.20, 3.04], [-0.85, 5.50, 0.82], [-1.79, 6.27, -1.35], [-1.82, 4.68, -3.29], [-0.92, 2.39, -2.95], [-3.84, 0.52, -2.68], [-2.59, -0.04, -2.30], [-1.50, -0.02, -3.25], [-2.12, 0.57, -0.98], [-2.83, -1.73, -1.82], [-4.07, -2.30, -2.06], [-4.30, -3.62, -1.69], [-3.30, -4.35, -1.07], [-2.07, -3.77, -0.82], [-1.81, -2.46, -1.21], [-0.13, -1.86, -0.90], [0.35, -2.56, 0.69], [-0.15, -1.95, 1.84], [0.13, -2.50, 3.08], [0.89, -3.66, 3.17], [1.38, -4.26, 2.03], [1.11, -3.72, 0.78], [0.90, -2.48, -2.23], [0.30, -2.72, -3.47], [1.07, -3.18, -4.52], [2.43, -3.39, -4.35], [3.03, -3.15, -3.12], [2.27, -2.69, -2.06], [-4.84, -1.70, -2.52], [-5.27, -4.07, -1.87], [-3.48, -5.37, -0.77], [-1.30, -4.35, -0.32], [-0.75, -1.05, 1.78], [-0.26, -2.03, 3.98], [1.11, -4.08, 4.14], [1.97, -5.17, 2.10], [1.48, -4.21, -0.11], [-0.76, -2.54, -3.61], [0.61, -3.36, -5.48], [3.03, -3.75, -5.18], [4.09, -3.32, -2.98], [2.73, -2.50, -1.10]]
}

---

(5)
{
  "formula": "C13H27NO5Si2",
  "method": "ωB97M-V/def2-TZVPD",
  "largest_force_ha_per_bohr": 0.2341,
  "homo_energy_ev": -9.9,
  "total_energy_ev": -41395.4676,
  "homo_lumo_gap_ev": 9.69,
  "smiles": "C[Si](C)(C)O[Si](C)(C)C.C#C[C@](COCO)(OC)OC#N",
  "elements": ["C", "Si", "C", "C", "O", "Si", "C", "C", "C", "H", "H", "H", "H", "H", "H", "H", "H", "H", "H", "H", "H", "H", "H", "H", "H", "H", "H", "C", "C", "C", "C", "O", "C", "O", "O", "C", "O", "C", "N", "H", "H", "H", "H", "H", "H", "H", "H", "H"],
  "coordinates": [[2.34, -0.86, 2.73], [0.97, 0.02, 1.80], [1.40, 1.85, 1.68], [0.92, -0.67, 0.05], [-0.49, -0.18, 2.61], [-1.13, 0.18, 4.12], [-2.92, -0.37, 4.30], [-1.07, 2.04, 4.42], [-0.13, -0.67, 5.47], [2.52, -0.39, 3.70], [3.28, -0.82, 2.16], [2.09, -1.91, 2.89], [0.57, 2.41, 1.22], [2.29, 2.00, 1.07], [1.58, 2.27, 2.67], [0.16, -0.17, -0.55], [0.71, -1.74, 0.06], [1.89, -0.52, -0.44], [-3.56, 0.12, 3.57], [-3.29, -0.12, 5.30], [-3.00, -1.46, 4.18], [-0.04, 2.39, 4.47], [-1.57, 2.29, 5.36], [-1.58, 2.57, 3.60], [0.89, -0.28, 5.50], [-0.07, -1.75, 5.28], [-0.59, -0.52, 6.45], [2.49, 2.14, -3.14], [1.77, 1.05, -3.71], [1.05, -0.34, -4.29], [-0.59, 0.03, -4.32], [-0.91, 0.40, -2.91], [-2.19, 1.11, -2.83], [-3.32, 0.39, -3.48], [1.39, -1.40, -3.33], [0.81, -2.70, -3.69], [1.62, -0.54, -5.63], [0.59, -0.87, -6.64], [-0.17, -1.53, -7.49], [3.26, 3.03, -3.03], [-1.25, -0.92, -4.55], [-0.85, 0.91, -5.04], [-2.09, 2.23, -3.18], [-2.47, 1.16, -1.67], [-3.15, -0.61, -3.44], [0.18, -3.07, -2.75], [0.05, -2.68, -4.59], [1.63, -3.52, -3.96]]
}

---

(6)
{
  "formula": "C3H9NO2",
  "method": "ωB97M-V/def2-TZVPD",
  "largest_force_ha_per_bohr": 0.0122,
  "homo_energy_ev": -7.5,
  "total_energy_ev": -8837.2065,
  "de_lowest_kj_mol": 554.7,
  "homo_lumo_gap_ev": 8.11,
  "elements": ["C", "C", "C", "N", "O", "O", "H", "H", "H", "H", "H", "H", "H", "H", "H"],
  "coordinates": [[-0.01, -0.81, 0.64], [0.63, 1.02, -1.90], [-1.07, -0.83, 1.69], [0.16, 0.81, -0.54], [-1.21, 0.39, -0.54], [1.21, -0.76, 1.23], [1.90, -0.76, 0.55], [0.24, 1.68, -0.01], [-0.10, -1.45, -0.23], [1.62, 1.47, -1.91], [0.66, 0.06, -2.42], [-0.09, 1.66, -2.44], [-2.03, -1.07, 1.26], [-1.14, 0.15, 2.16], [-0.78, -1.55, 2.47]]
}

---

(7)
{
  "formula": "C57H81BN4O4PSr",
  "method": "ωB97M-V/def2-TZVPD",
  "largest_force_ha_per_bohr": 0.0421,
  "homo_energy_ev": -3.4,
  "total_energy_ev": -85382.5924,
  "de_lowest_kj_mol": 61.6,
  "charge": -1,
  "homo_lumo_gap_ev": 5.67,
  "elements": ["Sr", "C", "N", "C", "C", "C", "N", "C", "C", "C", "C", "C", "C", "C", "O", "C", "C", "C", "C", "C", "C", "C", "C", "C", "C", "C", "C", "C", "C", "C", "O", "C", "C", "C", "C", "C", "C", "C", "C", "H", "H", "H", "H", "H", "H", "H", "H", "H", "H", "H", "H", "H", "H", "H", "H", "H", "H", "H", "H", "H", "H", "H", "H", "H", "H", "H", "H", "H", "H", "H", "H", "H", "H", "H", "H", "H", "H", "H", "H", "H", "H", "H", "H", "H", "H", "H", "H", "H", "H", "H", "H", "H", "H", "N", "P", "C", "C", "C", "C", "C", "C", "C", "C", "C", "C", "C", "C", "C", "C", "C", "C", "C", "N", "H", "H", "H", "H", "H", "H", "H", "H", "H", "H", "H", "H", "H", "H", "H", "C", "C", "C", "O", "B", "O", "C", "C", "C", "H", "H", "H", "H", "H", "H", "H", "H", "H", "H", "H", "H"],
  "coordinates": [[-0.52, -0.09, 0.15], [-3.76, 0.62, 1.00], [-3.14, -0.31, 0.06], [-3.79, -0.28, -1.24], [-3.05, -1.65, 0.64], [-2.16, -2.71, -0.05], [-0.72, -2.55, -0.03], [0.05, -3.04, -1.17], [-0.52, -2.75, -2.53], [-0.97, -3.82, -3.30], [-1.48, -3.65, -4.58], [-1.50, -2.35, -5.08], [-1.06, -1.25, -4.36], [-0.57, -1.42, -3.03], [-0.21, -0.41, -2.30], [-1.07, 0.16, -4.97], [-1.56, 0.17, -6.42], [0.35, 0.75, -4.96], [-2.00, 1.09, -4.16], [-1.98, -4.86, -5.37], [-2.48, -4.48, -6.77], [-3.13, -5.54, -4.62], [-0.84, -5.88, -5.55], [0.05, -2.71, 1.21], [-0.67, -2.60, 2.53], [-1.10, -3.80, 3.08], [-1.72, -3.89, 4.32], [-1.85, -2.69, 5.01], [-1.42, -1.46, 4.53], [-0.83, -1.36, 3.23], [-0.51, -0.23, 2.69], [-1.66, -0.25, 5.46], [-1.03, 1.08, 4.99], [-1.07, -0.54, 6.85], [-3.17, -0.02, 5.60], [-2.19, -5.24, 4.86], [-1.00, -6.20, 4.97], [-3.22, -5.84, 3.89], [-2.84, -5.11, 6.23], [-4.83, 0.38, 1.16], [-3.68, 1.64, 0.62], [-3.23, 0.57, 1.96], [-4.82, -0.66, -1.19], [-3.22, -0.88, -1.95], [-3.80, 0.74, -1.62], [-4.05, -2.11, 0.69], [-2.71, -1.54, 1.67], [-2.45, -2.77, -1.10], [-2.44, -3.67, 0.41], [0.20, -4.13, -1.09], [1.05, -2.57, -1.09], [-0.92, -4.81, -2.86], [-1.87, -2.19, -6.08], [-0.93, -0.45, -7.06], [-1.53, 1.19, -6.80], [-2.59, -0.19, -6.50], [1.03, 0.10, -5.53], [0.72, 0.84, -3.94], [0.35, 1.74, -5.42], [-3.02, 0.70, -4.18], [-2.00, 2.09, -4.61], [-1.66, 1.17, -3.13], [-3.31, -3.78, -6.71], [-2.82, -5.37, -7.29], [-1.69, -4.02, -7.36], [-3.97, -4.84, -4.51], [-2.82, -5.86, -3.63], [-3.49, -6.42, -5.17], [0.00, -5.42, -6.08], [-1.18, -6.75, -6.11], [-0.47, -6.22, -4.58], [0.89, -1.99, 1.22], [0.50, -3.70, 1.15], [-0.93, -4.71, 2.50], [-2.32, -2.71, 5.98], [0.05, 0.99, 4.87], [-1.24, 1.84, 5.76], [-1.44, 1.41, 4.04], [0.00, -0.75, 6.77], [-1.54, -1.39, 7.34], [-1.19, 0.33, 7.50], [-3.61, 0.24, 4.63], [-3.36, 0.81, 6.29], [-3.68, -0.90, 5.98], [-0.53, -6.36, 4.01], [-1.32, -7.17, 5.36], [-0.25, -5.79, 5.65], [-2.80, -5.98, 2.90], [-4.09, -5.18, 3.80], [-3.57, -6.81, 4.26], [-2.14, -4.71, 6.97], [-3.16, -6.10, 6.58], [-3.71, -4.46, 6.21], [4.23, 1.34, 1.53], [3.69, 0.25, 0.29], [5.34, -0.05, -0.45], [5.51, 0.24, -1.80], [6.75, 0.06, -2.41], [7.82, -0.42, -1.67], [7.66, -0.72, -0.32], [6.42, -0.54, 0.28], [3.52, -1.32, 1.23], [3.68, -2.54, 0.56], [3.46, -3.74, 1.22], [3.06, -3.74, 2.55], [2.88, -2.54, 3.22], [3.11, -1.33, 2.56], [3.32, 2.17, 2.15], [3.71, 3.34, 2.82], [2.73, 4.09, 3.44], [1.40, 3.68, 3.36], [1.11, 2.52, 2.67], [2.05, 1.77, 2.08], [5.19, 1.65, 1.50], [4.67, 0.62, -2.37], [6.87, 0.28, -3.46], [8.78, -0.57, -2.14], [8.49, -1.10, 0.26], [6.29, -0.79, 1.33], [3.99, -2.54, -0.48], [3.59, -4.67, 0.69], [2.87, -4.68, 3.06], [2.54, -2.53, 4.25], [2.94, -0.40, 3.08], [4.75, 3.63, 2.84], [3.00, 5.00, 3.96], [0.61, 4.25, 3.82], [0.10, 2.15, 2.57], [-1.43, 5.55, -1.21], [-0.29, 5.11, -0.29], [0.00, 6.20, 0.73], [-0.73, 3.93, 0.41], [-0.24, 2.76, -0.22], [0.68, 3.19, -1.21], [0.95, 4.59, -1.07], [2.25, 4.72, -0.28], [1.14, 5.19, -2.46], [-2.31, 5.72, -0.60], [-1.66, 4.76, -1.92], [-1.18, 6.46, -1.75], [-0.92, 6.46, 1.24], [0.39, 7.09, 0.24], [0.72, 5.85, 1.47], [2.14, 4.25, 0.70], [2.55, 5.76, -0.15], [3.04, 4.19, -0.82], [0.28, 4.97, -3.09], [2.02, 4.74, -2.92], [1.28, 6.27, -2.40]]
}

---

(8)
{
  "formula": "C5H35NO14",
  "method": "ωB97M-V/def2-TZVPD",
  "largest_force_ha_per_bohr": 0.0855,
  "homo_energy_ev": -9.7,
  "total_energy_ev": -35906.7432,
  "de_lowest_kj_mol": 417.0,
  "homo_lumo_gap_ev": 9.78,
  "elements": ["C", "N", "C", "C", "C", "C", "O", "O", "H", "H", "H", "H", "H", "H", "H", "H", "H", "H", "H", "H", "H", "O", "H", "H", "O", "H", "H", "O", "H", "H", "O", "H", "H", "O", "H", "H", "O", "H", "H", "O", "H", "H", "O", "H", "H", "O", "H", "H", "O", "H", "H", "O", "H", "H", "O"],
  "coordinates": [[1.05, 2.57, 2.07], [1.26, 1.59, 1.13], [2.06, 1.99, -0.03], [2.54, 3.49, -0.13], [0.36, 0.44, 0.96], [0.99, -0.80, 1.52], [0.32, -1.12, 2.78], [0.14, 2.36, 2.91], [1.66, 3.45, 2.22], [2.87, 1.30, -0.20], [1.45, 2.00, -0.96], [1.73, 4.13, -0.47], [3.22, 3.55, -0.99], [3.06, 4.01, 0.67], [-0.56, 0.73, 1.47], [0.04, 0.41, -0.13], [0.88, -1.65, 0.82], [2.06, -0.65, 1.79], [-0.42, -0.52, 2.89], [-1.33, 2.30, 1.74], [-2.58, 2.51, 2.55], [-2.29, 2.10, 1.72], [2.23, -3.20, 1.75], [1.50, -3.78, 0.49], [2.39, -3.62, 0.87], [-3.73, 2.03, -0.78], [-3.78, 1.67, 0.74], [-4.30, 1.74, -0.07], [0.06, 0.59, -3.24], [0.41, 1.61, -4.22], [0.50, 1.45, -3.27], [-0.98, 1.40, -2.31], [-2.16, 2.22, -2.13], [-1.83, 1.37, -1.80], [-5.15, -0.40, 0.91], [-3.75, 0.24, 0.85], [-4.23, -0.59, 0.69], [3.88, -2.43, -1.16], [3.06, -2.10, 0.11], [3.63, -1.70, -0.58], [3.53, -2.28, 3.32], [2.11, -1.96, 3.02], [2.66, -2.71, 3.30], [-2.00, -0.83, -4.45], [-0.51, -1.04, -4.17], [-1.13, -0.53, -4.72], [-0.44, -4.04, 0.57], [-0.75, -2.71, -0.19], [-0.14, -3.47, -0.14], [-2.99, -2.35, -0.06], [-2.77, -1.11, -0.84], [-2.31, -1.69, -0.21], [-1.19, -2.05, -1.92], [0.17, -2.31, -2.29], [-0.49, -1.60, -2.42]]
}